A structure of composition C6H13HgO4 in a non-equilibrium geometry, computed with ωB97M-V with the def2-TZVPD basis set.

Geometry (Å):
O (-0.0876, 1.0192, 0.7305)
C (-0.1630, -0.3183, 0.9199)
O (0.2890, -0.8114, 1.9877)
O (-1.4335, -0.7127, 0.6657)
C (-1.7962, -1.0782, -0.6666)
C (0.9867, 1.7252, 1.3506)
H (0.7112, 2.0716, 2.3567)
H (1.9025, 1.1273, 1.4738)
C (1.2970, 2.9044, 0.4607)
H (1.6470, 2.5392, -0.5143)
H (0.3894, 3.5043, 0.3113)
H (2.0793, 3.5173, 0.9271)
C (-3.2807, -1.3561, -0.6960)
H (-1.2577, -1.9925, -0.9561)
H (-1.5595, -0.2538, -1.3529)
H (-3.4911, -2.3096, -0.1927)
H (-3.6109, -1.4340, -1.7406)
H (-3.8444, -0.5488, -0.2099)
Hg (1.7248, -2.6064, 1.7226)
O (1.2895, -1.4791, -0.2012)
C (1.9182, -0.9953, -1.3429)
H (1.3558, -1.2502, -2.2613)
H (1.9851, 0.1077, -1.2827)
H (2.9493, -1.3698, -1.4893)

The calculation puts the HOMO-LUMO gap (spin up / spin down) at 9.04 / 7.10 eV. Its charge is 0. The value obtained for the HOMO energy (spin up / spin down) is -8.4 / -9.2 eV. As for the total energy: -18794.3932 eV. The calculation puts the relative energy (zero: lowest compared OMol25 entry of this formula, charge and spin) at 3.8 kcal per mole. Its spin multiplicity is 2.

***

A structure of composition C21H64AsCuF6N14O9 in a non-equilibrium geometry, computed with ωB97M-V with the def2-TZVPD basis set.

Geometry (Å):
Cu (-0.0889, -0.1556, 1.0392)
As (3.7598, 3.4734, -1.3526)
F (4.2741, 3.9408, 0.3463)
F (2.8589, 4.9852, -1.3110)
F (3.2630, 3.1140, -3.0299)
F (4.6858, 2.0100, -1.3444)
F (2.3593, 2.5524, -0.6768)
F (5.1586, 4.3417, -2.0448)
C (3.1003, -0.5702, 2.0281)
O (1.9593, -0.3341, 1.7965)
N (4.0374, 0.1812, 1.5177)
N (3.5770, -1.4203, 2.8966)
H (5.0021, -0.0705, 1.6792)
H (3.8427, 1.0521, 1.0447)
H (4.5793, -1.5209, 2.9700)
H (3.1553, -2.0605, 3.5542)
C (-0.2332, -1.0482, 4.2189)
O (-0.5548, -0.7310, 3.0746)
N (1.0254, -0.9368, 4.6635)
N (-1.0572, -1.5442, 5.1511)
H (1.7784, -0.6831, 4.0400)
H (1.2819, -1.1643, 5.6135)
H (-0.6989, -1.7779, 6.0660)
H (-1.9929, -1.7280, 4.8183)
C (1.8063, -0.8732, -1.6149)
O (0.7574, -0.9045, -0.9317)
N (2.1450, -2.0525, -2.1654)
N (2.7061, 0.1127, -1.8495)
H (1.6671, -2.8503, -1.7715)
H (2.7968, -2.0826, -2.9364)
H (2.6171, 0.9546, -1.2986)
H (3.3402, -0.0650, -2.6152)
C (1.0568, 2.4707, 3.0521)
O (0.4028, 1.6440, 2.5210)
N (1.2207, 2.6274, 4.2907)
N (1.6483, 3.4425, 2.4579)
H (1.7981, 3.3998, 4.5907)
H (1.0098, 1.7634, 4.7695)
H (1.5356, 3.4081, 1.4548)
H (1.9922, 4.2213, 3.0012)
C (-0.8751, 2.7361, -0.3932)
O (-0.1898, 1.7681, -0.1559)
N (-2.1629, 2.8217, -0.1540)
N (-0.3500, 3.8828, -0.5929)
H (-2.5975, 3.6941, -0.4188)
H (-2.4853, 2.1945, 0.5690)
H (0.6567, 3.9628, -0.5744)
H (-0.9601, 4.6370, -0.8741)
C (-0.5782, -2.7163, -4.6898)
C (-1.2362, -3.3729, -3.4355)
C (-0.5517, -4.6173, -2.8132)
O (0.8459, -4.4979, -2.3400)
C (1.5349, -5.6815, -1.8899)
N (-1.1383, -2.4070, -2.3341)
H (-0.6779, -3.4424, -5.4966)
H (0.5074, -2.6471, -4.6206)
H (-1.0407, -1.7809, -5.0047)
H (-2.2827, -3.5590, -3.6770)
H (-0.5841, -5.3084, -3.6554)
H (-1.2406, -4.9259, -2.0269)
H (2.5052, -5.3844, -1.4920)
H (1.9152, -6.3532, -2.6595)
H (1.0139, -6.1737, -1.0687)
H (-1.2677, -1.4803, -2.7143)
H (-0.1801, -2.3246, -2.0255)
C (-3.6174, -2.6400, 0.1353)
C (-2.3108, -2.1115, 0.7486)
C (-1.2169, -3.1688, 0.8244)
O (-0.0044, -2.5153, 1.1865)
C (1.0248, -3.3972, 1.5398)
N (-1.9216, -0.8814, 0.0380)
H (-3.6435, -3.1377, -0.8341)
H (-4.3452, -1.8485, -0.0435)
H (-4.0646, -3.2630, 0.9100)
H (-2.5220, -1.8425, 1.7835)
H (-1.0605, -3.9041, 0.0351)
H (-1.4684, -3.8747, 1.6160)
H (1.1715, -4.2017, 0.8192)
H (0.9267, -3.9234, 2.4892)
H (1.9421, -2.8121, 1.4728)
H (-2.7135, -0.2650, -0.0759)
H (-1.6580, -1.2540, -0.8630)
C (-0.0262, 2.7941, -3.7273)
C (-0.7037, 1.6630, -4.5849)
C (0.3061, 0.6896, -5.2671)
O (0.9969, 1.5242, -6.1848)
C (2.4345, 1.3367, -6.1608)
N (-1.6510, 0.9790, -3.6072)
H (-0.6779, 3.5593, -3.3055)
H (0.6876, 3.2248, -4.4295)
H (0.4590, 2.2047, -2.9493)
H (-1.4065, 2.1150, -5.2848)
H (-0.1480, -0.1248, -5.8315)
H (0.9659, 0.4202, -4.4423)
H (2.8922, 2.0336, -6.8629)
H (2.5588, 0.3382, -6.5800)
H (2.9507, 1.4004, -5.2029)
H (-2.2652, 1.7693, -3.4722)
H (-2.2360, 0.4302, -4.2210)
C (-3.8722, -0.0221, 3.6317)
C (-3.5586, 1.3645, 3.2220)
C (-3.3035, 2.2253, 4.3946)
O (-2.7728, 3.5129, 3.8863)
C (-2.3980, 4.4306, 4.8544)
N (-2.2861, 1.2145, 2.4312)
H (-3.0699, -0.4619, 4.2241)
H (-3.9297, -0.7009, 2.7808)
H (-4.7322, -0.0586, 4.3004)
H (-4.3752, 1.7065, 2.5862)
H (-2.6163, 1.7543, 5.0975)
H (-4.1908, 2.5247, 4.9525)
H (-1.9709, 5.3610, 4.4801)
H (-1.7297, 3.9877, 5.5928)
H (-3.3535, 4.7891, 5.2371)
H (-1.6458, 0.7252, 3.0401)
H (-2.0042, 2.1842, 2.4445)

The calculation puts the HOMO-LUMO gap (spin up / spin down) at 8.86 / 7.40 eV. Its charge is +1. The value obtained for the HOMO energy (spin up / spin down) is -11.2 / -11.2 eV. As for the total energy: -183884.9873 eV. Its spin multiplicity is 2.